Here is C3H8INOS in the gas phase in a non-equilibrium geometry from the OMol25 dataset. Energies are from ωB97M-V with the def2-TZVPD basis set.

## Properties
LUMO level (eV): 0.233
Kohn-Sham gap (eV): 9.43
Relative energy (zero: lowest compared OMol25 entry of this formula, charge and spin) (eV): 3.371
E (a.u.): -944.82571

The geometry in ORCA input format:
```
! wB97M-V def2-TZVPD RIJCOSX def2/J DEFGRID3
* xyz 0 1
C 0.21665 -0.32255 -1.47176
C 0.01732 -1.26923 0.86430
C 0.66940 -0.32954 -0.12160
N -1.21858 1.17823 1.07492
O 0.62200 2.39341 -0.98461
S 0.49655 1.31949 0.69371
I 2.86220 -0.41829 -0.03788
H 0.65130 0.47889 -2.10371
H 0.17949 -1.28126 -2.00402
H -0.75113 0.11401 -1.28212
H -1.14142 -1.29307 0.83134
H 0.27996 -2.34843 0.50135
H 0.46243 -1.16404 1.83871
H -1.91055 1.28530 0.31908
H -1.43562 1.65709 1.88228
*
```